Molecular formula: FH2NO2S
Method: DFT, the ωB97M-V functional and the def2-TZVPD basis

Atoms and positions in Å:
N  0.21  -0.39  -0.08
O  2.26  0.91  -1.06
O  2.45  0.51  1.32
F  2.40  -1.37  -0.21
S  1.92  0.14  0.05
H  0.31  -1.30  -0.39
H  -0.26  0.01  -0.89

Calculated values
Net charge   0
HOMO energy   -11.7 eV
Strongest force on any atom   3.38 eV Å⁻¹
Kohn-Sham gap   0.443 Ha


Molecular formula: C3H3BrF2O
Method: DFT, the ωB97M-V functional and the def2-TZVPD basis

Atoms and positions in Å:
C  1.69  0.79  0.11
C  0.48  -0.11  -0.11
C  -0.96  0.52  0.08
O  1.58  1.90  0.54
F  -1.80  -0.49  -0.12
F  -1.28  1.37  -0.83
Br  3.36  -0.16  -0.24
H  0.67  -0.71  -1.06
H  0.56  -0.81  0.81
H  -1.27  0.89  1.12

Calculated values
Net charge   0
HOMO energy   -10.9 eV
Strongest force on any atom   3.20 eV Å⁻¹
Kohn-Sham gap   0.419 Ha


Molecular formula: C18H41N2NdOP3S
Method: DFT, the ωB97M-V functional and the def2-TZVPD basis

Atoms and positions in Å:
Nd  1.26  -0.07  0.12
P  1.05  -2.09  2.60
P  -0.18  -1.97  -1.39
P  -1.22  0.70  1.30
H  2.77  1.82  -0.48
C  2.09  2.15  0.35
C  2.32  1.72  1.66
H  3.32  1.33  1.95
C  2.35  -3.25  3.26
C  -0.33  -3.31  2.63
C  0.74  -1.11  4.10
C  -0.22  -0.92  -2.90
C  0.70  -3.49  -1.83
C  -1.89  -2.43  -1.04
C  -1.00  2.15  2.37
C  -2.54  -0.27  2.03
C  -1.89  1.45  -0.25
H  1.16  2.64  -0.03
H  1.61  1.75  2.48
H  3.35  -2.77  3.33
H  2.43  -4.02  2.50
H  2.09  -3.78  4.17
H  -0.24  -4.04  1.82
H  -1.33  -2.88  2.50
H  -0.38  -3.89  3.55
H  1.53  -0.38  4.25
H  0.71  -1.74  4.99
H  -0.20  -0.55  4.07
H  -0.70  -1.42  -3.76
H  0.78  -0.61  -3.23
H  -0.75  0.03  -2.77
H  0.23  -4.09  -2.63
H  0.80  -4.14  -0.96
H  1.73  -3.30  -2.12
H  -2.38  -3.02  -1.82
H  -2.52  -1.56  -0.83
H  -1.93  -3.00  -0.11
H  -1.92  2.71  2.55
H  -0.26  2.85  1.97
H  -0.60  1.86  3.34
H  -3.47  0.29  2.13
H  -2.28  -0.64  3.02
H  -2.75  -1.15  1.44
H  -2.74  2.11  -0.04
H  -2.23  0.72  -1.00
H  -1.15  2.07  -0.79
C  -3.14  2.96  -4.65
C  -2.98  3.71  -5.84
C  -2.46  5.01  -5.73
C  -2.13  5.54  -4.47
C  -2.31  4.78  -3.31
C  -2.83  3.49  -3.39
O  -3.57  1.66  -4.65
H  -3.78  1.41  -5.57
H  -3.24  3.27  -6.80
H  -2.32  5.61  -6.63
H  -1.73  6.55  -4.41
H  -2.06  5.19  -2.33
H  -3.00  2.86  -2.52
N  5.21  -2.86  1.66
C  4.56  -1.77  2.20
N  5.13  -0.89  3.08
S  3.31  -1.25  1.02
H  6.12  -3.20  1.91
H  4.65  -3.27  0.91
H  4.59  -0.17  3.48
H  6.04  -1.12  3.55

Calculated values
Net charge   +3
Multiplicity   4
HOMO energy (spin up / spin down)   -13.9 / -13.9 eV
Strongest force on any atom   4.07 eV Å⁻¹
Kohn-Sham gap (spin up / spin down)   0.119 / 0.122 Ha


Molecular formula: C5H14N2S
Method: DFT, the ωB97M-V functional and the def2-TZVPD basis

Atoms and positions in Å:
N  -0.93  -2.46  0.18
C  -0.09  -1.24  0.33
C  0.48  -0.97  -1.08
C  1.86  -0.40  -1.07
S  1.76  1.05  0.06
C  -0.87  0.03  0.79
N  -2.14  0.03  0.20
C  -2.72  1.34  0.40
H  -1.82  -2.01  -0.06
H  -1.13  -2.88  1.09
H  0.74  -1.43  1.02
H  -0.16  -0.14  -1.43
H  0.36  -1.79  -1.78
H  2.10  0.09  -2.01
H  2.69  -1.00  -0.69
H  3.68  4.69  -0.28
H  -0.21  0.92  0.62
H  -0.99  -0.07  1.89
H  3.09  4.91  0.11
H  -3.64  1.45  -0.19
H  -2.07  2.15  0.05
H  -3.05  1.49  1.44

Calculated values
Net charge   0
HOMO energy   -8.1 eV
Strongest force on any atom   4.64 eV Å⁻¹
Kohn-Sham gap   0.193 Ha


Molecular formula: C6H11N
Method: DFT, the ωB97M-V functional and the def2-TZVPD basis

Atoms and positions in Å:
C  -1.68  -1.21  -0.42
N  -2.40  1.67  -0.41
C  -1.17  1.17  0.06
C  -0.78  -0.10  0.03
C  0.58  -0.44  0.55
C  1.70  -0.12  -0.10
C  3.12  -0.32  0.30
H  -1.31  -2.22  -0.29
H  -1.92  -1.08  -1.47
H  -2.68  -1.12  0.06
H  -2.69  2.48  0.10
H  -3.14  0.98  -0.43
H  -0.48  1.91  0.44
H  0.68  -0.90  1.53
H  1.61  0.33  -1.07
H  3.29  -0.91  1.20
H  3.60  0.66  0.45
H  3.68  -0.79  -0.51

Calculated values
Net charge   0
HOMO energy   -7.9 eV
Strongest force on any atom   0.97 eV Å⁻¹
Kohn-Sham gap   0.329 Ha


Molecular formula: C2H5FN2O2Si
Method: DFT, the ωB97M-V functional and the def2-TZVPD basis

Atoms and positions in Å:
C  -0.33  -2.55  -0.33
C  0.21  1.28  -0.07
N  -0.35  2.01  -1.09
N  1.31  1.60  0.50
O  0.33  -3.55  -0.39
O  -0.55  0.21  0.38
F  -1.24  -1.27  2.15
Si  -0.09  -1.19  1.02
H  -1.15  -2.29  -1.12
H  0.12  2.94  -1.25
H  -1.39  2.01  -1.13
H  1.87  2.29  0.12
H  1.26  -1.48  1.22

Calculated values
Net charge   0
HOMO energy   -9.3 eV
Strongest force on any atom   4.18 eV Å⁻¹
Kohn-Sham gap   0.349 Ha


Molecular formula: C4H7IN2
Method: DFT, the ωB97M-V functional and the def2-TZVPD basis

Atoms and positions in Å:
C  0.59  -1.22  -0.17
C  -0.05  1.19  -0.98
C  -0.92  -0.20  1.61
C  0.31  -0.22  0.76
N  1.77  -1.26  -0.71
N  -1.09  1.81  -1.10
I  1.67  1.11  -2.17
H  -0.25  -1.81  -0.60
H  -0.74  -0.12  2.64
H  -1.59  0.60  1.38
H  -1.49  -1.04  1.40
H  1.01  0.53  1.11
H  1.88  -1.89  -1.41
H  -1.10  2.52  -1.77

Calculated values
Net charge   0
HOMO energy   -8.4 eV
Strongest force on any atom   3.87 eV Å⁻¹
Kohn-Sham gap   0.300 Ha


Molecular formula: C23H19ClPRh
Method: DFT, the ωB97M-V functional and the def2-TZVPD basis

Atoms and positions in Å:
Rh  0.31  -1.91  -0.11
C  -0.48  -4.02  -0.20
C  0.84  -4.05  0.24
C  0.95  -3.22  1.43
C  -0.36  -2.76  1.76
C  -1.22  -3.18  0.71
H  -0.87  -4.49  -1.09
H  1.67  -4.55  -0.25
H  1.84  -3.06  2.01
H  -0.63  -2.16  2.61
H  -2.28  -2.98  0.65
Cl  2.47  -1.25  -1.00
C  2.72  0.43  -0.48
C  3.96  0.98  -0.66
C  4.15  2.30  -0.25
C  3.11  3.02  0.32
C  1.86  2.44  0.48
C  1.65  1.13  0.08
P  0.06  0.32  0.19
C  -0.58  0.07  -1.46
C  0.08  0.54  -2.61
C  -0.36  0.15  -3.86
C  -1.44  -0.74  -3.99
C  -2.09  -1.21  -2.87
C  -1.68  -0.81  -1.60
C  -1.03  1.15  1.31
C  -2.17  1.80  0.84
C  -3.00  2.45  1.74
C  -2.69  2.45  3.09
C  -1.55  1.81  3.56
C  -0.72  1.15  2.68
H  4.77  0.42  -1.10
H  5.12  2.76  -0.38
H  3.27  4.05  0.63
H  1.05  3.01  0.92
H  0.91  1.22  -2.52
H  0.13  0.53  -4.74
H  -1.77  -1.03  -4.97
H  -2.95  -1.86  -2.97
H  -2.27  -1.07  -0.73
H  -2.41  1.80  -0.22
H  -3.89  2.96  1.38
H  -3.35  2.96  3.79
H  -1.32  1.82  4.62
H  0.18  0.66  3.04

Calculated values
Net charge   +2
HOMO energy   -15.2 eV
Strongest force on any atom   0.18 eV Å⁻¹
Kohn-Sham gap   0.276 Ha